[1]
C6H7IO as an isolated structure at a distorted geometry. Source: OMol25; level of theory: ωB97M-V/def2-TZVPD.

DFT total energy: -16476.4421 eV
ΔE to the lowest compared entry with this formula, charge and spin: 116.7 kcal per mole
LUMO energy (alpha / beta): -1.0 / -1.0 eV

Cartesian coordinates (Å):
C1 -2.4786 1.3742 -0.1932
C2 -1.3991 2.0308 -0.3291
C3 -0.1842 2.3849 -0.2234
C4 0.9353 -0.9944 1.4031
C5 0.8043 -0.9380 -1.1856
C6 0.2110 -0.8819 0.1205
O1 0.8298 2.9603 -0.1801
I1 -1.9130 -1.2951 0.1075
H1 -3.4412 1.2599 -0.5351
H2 0.6446 -0.3738 2.2566
H3 1.9315 -0.8113 1.3482
H4 0.9102 -1.9667 1.8311
H5 0.7576 0.0353 -1.7721
H6 0.5449 -1.8321 -1.7996
H7 1.8467 -0.9521 -0.8488

Forces on atoms 1 to 2 (eV/Å):
2.7 -0.4 -0.2
-3.5 -1.2 0.1

Löwdin population analysis, charges in e, atoms 1 to 4: number 1, C, carries -0.08; number 2, C, carries -0.15; number 3, C, carries -0.22; number 4, C, carries -0.19

[2]
C52H56FeN4OPSbSeSi as an isolated structure at a distorted geometry. Source: OMol25; level of theory: ωB97M-V/def2-TZVPD.

net charge: +1
DFT total energy: -186271.2009 eV
2S+1: 6
ΔE to the lowest compared entry with this formula, charge and spin: 0.0 kcal per mole
LUMO energy (alpha / beta): -2.5 / -5.2 eV

Cartesian coordinates (Å):
Fe1 -0.8074 -1.0827 0.5125
O1 -1.8721 0.7658 1.5841
C1 -3.2831 0.6937 1.6529
C2 -3.8942 1.5391 0.4745
C3 -3.2965 1.1821 -0.9073
C4 -3.4579 -0.2969 -1.2546
C5 -4.4494 -0.6285 -2.2215
C6 -4.7536 -1.9379 -2.5246
C7 -3.8961 -2.8939 -1.8851
C8 -2.9374 -2.5066 -1.0525
N1 -2.6379 -1.2153 -0.7286
H1 -1.4547 0.9051 2.4481
H2 -3.5983 1.1577 2.5383
H3 -3.5782 -0.3389 1.6055
H4 -3.6522 2.5799 0.7563
H5 -4.9882 1.4090 0.4583
H6 -2.2923 1.6586 -1.0820
H7 -3.8953 1.7779 -1.6003
H8 -5.1558 0.1007 -2.4968
H9 -5.5109 -2.1289 -3.1763
H10 -4.1775 -3.9353 -2.0773
H11 -2.3551 -3.2629 -0.5178
N2 -3.8662 -0.2244 5.2256
C9 -3.5777 -1.0516 4.4908
N3 -3.2553 -2.1938 3.9281
C10 -2.5105 -2.1259 2.9156
N4 -1.7387 -2.2426 2.0031
C11 -0.6508 -5.1130 1.1606
Si1 0.1944 -4.8505 -0.4501
C12 1.9202 -5.6994 -0.6193
C13 -0.8056 -5.2868 -1.9733
Se1 0.8599 -2.6413 -0.4568
H12 -0.3373 -6.0610 1.5189
H13 -1.7387 -5.2878 0.8964
H14 -0.7254 -4.3638 1.9672
H15 2.0174 -6.7799 -0.4721
H16 2.5797 -5.1757 0.0093
H17 2.2011 -5.4178 -1.6677
H18 -0.5934 -6.2695 -2.4218
H19 -0.6172 -4.5174 -2.7617
H20 -1.8718 -5.2326 -1.8267
C14 5.5114 0.5146 2.1199
C15 4.9353 0.9842 3.2502
C16 3.5616 0.8245 3.4795
C17 2.8272 0.2776 2.4624
C18 3.4206 -0.1508 1.2578
C19 4.8157 0.0010 1.0595
P1 1.0495 -0.1984 2.6340
C20 0.2629 1.1724 3.5582
C21 0.6632 2.4747 3.2429
C22 0.0452 3.5229 3.8875
C23 -1.0578 3.2847 4.6912
C24 -1.5540 1.9848 4.9164
C25 -0.8351 0.8775 4.3948
C26 1.2882 -1.5685 3.7926
C27 1.5761 -2.7839 3.2268
C28 2.1119 -3.8139 4.0368
C29 2.4531 -3.5629 5.3746
C30 2.0872 -2.3349 5.9088
C31 1.4786 -1.3243 5.1495
H21 6.5348 0.6454 1.9014
H22 5.5649 1.4213 4.0308
H23 3.1576 0.9281 4.4787
H24 2.8482 -0.6837 0.4840
H25 5.2806 -0.3677 0.1103
H26 1.3966 2.7380 2.4919
H27 0.2930 4.5479 3.7282
H28 -1.6045 4.1587 4.9973
H29 -2.4779 1.8785 5.5084
H30 -1.1790 -0.1527 4.5226
H31 1.3344 -2.9054 2.1853
H32 2.2260 -4.7983 3.5875
H33 2.9112 -4.3957 5.9140
H34 2.2538 -2.0612 6.9220
H35 1.1956 -0.3902 5.5699
C32 1.9852 0.8787 -5.0513
C33 2.8242 1.1311 -3.8222
C34 4.1886 1.3662 -3.9781
C35 4.9478 1.8396 -2.9170
C36 4.4248 2.0245 -1.6543
C37 3.0792 1.7669 -1.4911
C38 2.2938 1.2739 -2.5372
Sb1 0.2311 1.0563 -1.6695
C39 -1.1487 0.8534 -3.2365
C40 -1.8131 1.9834 -3.7243
C41 -2.6462 1.8742 -4.8182
C42 -2.9475 0.6705 -5.4019
C43 -2.4245 -0.4543 -4.8891
C44 -1.4195 -0.3714 -3.8575
C45 -0.7223 -1.6945 -3.4992
C46 -0.0278 3.1257 -1.1879
C47 -0.4231 3.4150 0.1913
C48 -0.5579 4.6959 0.6278
C49 -0.2489 5.7749 -0.2565
C50 0.3285 5.5087 -1.5269
C51 0.3401 4.1794 -2.0014
C52 0.9595 4.0777 -3.4397
H36 2.5823 1.1077 -5.9399
H37 1.0984 1.5310 -5.0844
H38 1.6949 -0.1961 -5.1456
H39 4.6120 1.2903 -4.9513
H40 5.9453 2.0951 -3.1818
H41 5.0461 2.1817 -0.7814
H42 2.5959 2.0396 -0.5384
H43 -1.5445 2.8984 -3.2253
H44 -3.1711 2.7360 -5.2162
H45 -3.6332 0.4522 -6.2396
H46 -2.9174 -1.3934 -5.1597
H47 -0.4458 -2.2507 -4.4449
H48 -1.4659 -2.1790 -2.8766
H49 0.2560 -1.5815 -3.0539
H50 -0.5511 2.5418 0.8225
H51 -0.8452 4.8725 1.6439
H52 -0.3645 6.8035 0.1314
H53 0.6601 6.3197 -2.1401
H54 0.8158 3.0308 -3.8455
H55 2.0493 4.1884 -3.3919
H56 0.4432 4.7842 -4.0881

Forces on atoms 1 to 2 (eV/Å):
-0.3 0.4 1.0
0.9 -0.5 -1.0

Löwdin population analysis, charges in e, atoms 1 to 4: number 1, Fe, carries 0.39; number 2, O, carries -0.18; number 3, C, carries -0.22; number 4, C, carries -0.11

[3]
C48H67CoN4O4S as an isolated structure at a distorted geometry. Source: OMol25; level of theory: ωB97M-V/def2-TZVPD.

net charge: +1
DFT total energy: -113470.2481 eV
2S+1: 2
ΔE to the lowest compared entry with this formula, charge and spin: 62.7 kcal per mole
LUMO energy (alpha / beta): -3.2 / -3.2 eV

Cartesian coordinates (Å):
Co1 -0.7840 -0.2916 0.4911
C1 -0.1876 2.3329 0.2603
C2 2.1647 1.4024 0.0761
N1 2.7896 0.1925 0.4612
C3 2.9992 -0.1029 1.8777
C4 2.1495 0.6180 2.9221
S1 0.3668 0.1610 3.0210
C5 -0.3778 1.8400 3.2250
C6 -1.5646 2.1544 2.3170
N2 -1.3599 1.7541 0.9239
H1 -1.5943 2.8580 -1.2282
H2 0.1292 3.2476 0.7732
H3 2.6509 2.2667 0.5453
H4 2.2183 1.5089 -1.0151
H5 2.3225 -0.5863 0.0142
H6 4.0418 0.1440 2.1222
H7 2.8775 -1.1787 2.0079
H8 2.2041 1.6932 2.7778
H9 2.5552 0.3748 3.9036
H10 0.4238 2.5558 3.0592
H11 -0.6916 1.9197 4.2653
H12 -1.7495 3.2368 2.3867
H13 -2.4617 1.6397 2.6679
H14 -2.2152 1.9430 0.4077
C7 0.4045 -1.9469 -6.2857
C8 1.4375 -2.5236 -5.3050
C9 2.7466 -1.7223 -5.4047
C10 1.7276 -3.9693 -5.7127
C11 0.9142 -2.4050 -3.8825
C12 0.5839 -1.1465 -3.4077
C13 0.0783 -0.9712 -2.1236
N3 -0.3268 0.2102 -1.5493
C14 -0.3815 1.3978 -2.1135
C15 -0.4764 1.6607 -3.5065
C16 -0.2223 2.8917 -4.0381
C17 0.2500 3.9218 -3.1628
C18 0.1315 3.8800 -1.8213
C19 -0.5124 2.6291 -1.2198
O1 0.7871 1.3334 0.4956
C20 0.4068 5.1443 -0.9969
C21 -0.7665 5.4589 -0.0424
C22 0.5652 6.3788 -1.9043
C23 1.7348 5.0319 -0.2291
C24 -0.4529 3.1842 -5.5143
C25 -1.8991 2.8015 -5.8686
C26 -0.2639 4.6640 -5.8688
C27 0.5208 2.3561 -6.3640
C28 0.1414 -2.0771 -1.1991
O2 0.0272 -1.8189 0.0638
C29 0.4479 -3.3728 -1.6842
C30 0.7755 -3.4965 -3.0232
C31 0.4681 -4.6254 -0.8118
C32 -0.6039 -5.5969 -1.3272
C33 0.1914 -4.3705 0.6725
C34 1.8575 -5.2760 -0.9163
H15 0.7644 -2.0520 -7.3059
H16 -0.5401 -2.4809 -6.2016
H17 0.2210 -0.8919 -6.1002
H18 3.1462 -1.7891 -6.4144
H19 2.5971 -0.6716 -5.1651
H20 3.4852 -2.1240 -4.7140
H21 2.1148 -3.9790 -6.7283
H22 2.4747 -4.4159 -5.0622
H23 0.8241 -4.5748 -5.6931
H24 0.7596 -0.2861 -4.0274
H25 -0.7937 0.8512 -4.1407
H26 0.6648 4.7905 -3.6335
H27 -1.7001 5.0509 -0.4195
H28 -0.6037 5.0936 0.9678
H29 -0.8956 6.5342 0.0364
H30 -0.3189 6.5341 -2.5158
H31 0.7031 7.2578 -1.2797
H32 1.4418 6.3047 -2.5423
H33 1.7143 4.2850 0.5577
H34 2.5412 4.7790 -0.9140
H35 1.9639 5.9881 0.2341
H36 -2.5954 3.2900 -5.1899
H37 -2.1363 3.1128 -6.8839
H38 -2.0483 1.7279 -5.8050
H39 -0.9048 5.2938 -5.2558
H40 0.7706 4.9786 -5.7504
H41 -0.5370 4.8202 -6.9107
H42 0.3902 1.2915 -6.1874
H43 0.3454 2.5502 -7.4198
H44 1.5513 2.6163 -6.1307
H45 0.9864 -4.4844 -3.3961
H46 -1.5831 -5.1251 -1.2890
H47 -0.4049 -5.9037 -2.3502
H48 -0.6209 -6.4851 -0.7008
H49 -0.7718 -3.8891 0.8223
H50 0.1810 -5.3219 1.2018
H51 0.9637 -3.7455 1.1135
H52 2.0707 -5.6185 -1.9242
H53 2.6280 -4.5654 -0.6264
H54 1.9180 -6.1334 -0.2516
C35 -2.5965 -4.5514 -4.0952
O3 -3.1000 -3.9257 -2.9351
C36 -3.2400 -2.5682 -2.9278
C37 -2.8974 -1.7236 -3.9649
C38 -3.1417 -0.3649 -3.8530
C39 -3.6996 0.1613 -2.7044
C40 -4.0667 -0.6721 -1.6622
C41 -3.8479 -2.0404 -1.7660
N4 -4.3496 -2.9878 -0.8884
C42 -4.7832 -2.9568 0.3770
C43 -4.4278 -2.1894 1.4888
C44 -5.2069 -2.4179 2.6613
C45 -4.8765 -1.9144 3.8833
C46 -3.6819 -1.1940 4.0148
C47 -2.9157 -0.9368 2.9138
C48 -3.2752 -1.3283 1.6028
O4 -2.5931 -0.9486 0.5785
H55 -2.6267 -5.6213 -3.8906
H56 -1.5663 -4.2415 -4.2868
H57 -3.2244 -4.3334 -4.9633
H58 -2.4643 -2.1137 -4.8696
H59 -2.9308 0.2753 -4.6935
H60 -3.8915 1.2213 -2.6400
H61 -4.5719 -0.2830 -0.7930
H62 -4.4774 -3.8788 -1.3626
H63 -5.4928 -3.7520 0.5877
H64 -6.0919 -3.0263 2.5558
H65 -5.4965 -2.0975 4.7475
H66 -3.3615 -0.8592 4.9892
H67 -1.9677 -0.4361 3.0286

Forces on atoms 1 to 2 (eV/Å):
0.1 2.8 0.1
0.3 0.2 0.1

Löwdin population analysis, charges in e, atoms 1 to 4: number 1, Co, carries 0.58; number 2, C, carries -0.29; number 3, C, carries -0.19; number 4, N, carries -0.01

[4]
An isolated molecule of C10H10BrN3 at a distorted geometry. Source: OMol25; level of theory: ωB97M-V/def2-TZVPD.

structure (SMILES): [H]/N=C1/CC[C@H](Br)N=C1c1ccncc1
DFT total energy: -85042.3541 eV
ΔE to the lowest compared entry with this formula, charge and spin: 18.9 kcal per mole
LUMO energy: -0.5 eV

Cartesian coordinates (Å):
C1 -2.1639 0.5496 -0.9735
C2 -0.9844 1.7940 0.6990
C3 -3.2562 1.3245 -0.7794
C4 -2.2196 2.3778 0.9524
C5 -1.0383 0.7758 -0.2410
C6 2.3865 -0.2206 -1.0129
C7 0.1563 -1.4623 0.2773
C8 2.6818 -1.3455 0.0790
C9 1.3930 -1.6042 1.0421
C10 0.0960 -0.0892 -0.3353
N1 -3.3472 2.1762 0.2456
N2 1.1673 0.4498 -0.7904
N3 -0.6889 -2.3526 0.4090
Br1 4.2549 0.9314 -0.8603
H1 -2.0116 -0.1551 -1.7056
H2 -0.0981 1.7648 1.2924
H3 -4.1231 1.2863 -1.2565
H4 -2.3256 3.1990 1.6856
H5 2.4762 -0.5608 -2.0941
H6 2.7756 -2.2713 -0.4665
H7 3.5174 -1.1203 0.6713
H8 1.3586 -0.7491 1.7995
H9 1.5296 -2.5301 1.5226
H10 -1.5363 -2.1682 -0.1604

Forces on atoms 1 to 2 (eV/Å):
0.7 0.5 0.1
-1.4 -1.5 -0.2

Löwdin population analysis, charges in e, atoms 1 to 4: number 1, C, carries -0.01; number 2, C, carries 0.02; number 3, C, carries -0.11; number 4, C, carries -0.12